DFT (ωB97M-V/def2-TZVPD) results for a structure of composition C11H19BN2O4PSe3TeW at a distorted geometry.

- expectation value of S² = 2.0780
- gap between HOMO and LUMO (alpha / beta) (eV) = 6.53 / 5.69
- multiplicity = 3
- relative energy (zero: lowest compared OMol25 entry of this formula, charge and spin) (kcal per mole) = 3.6
- HOMO level (alpha / beta) (eV) = -10.545 / -10.627
- charge = +1

Positions of all 43 atoms, in Å:
1 W 1.747 0.485 -0.817
2 C -1.443 -1.301 3.576
3 O -0.281 -1.041 2.766
4 C -0.342 -1.057 1.424
5 O 0.689 -0.778 0.853
6 N -1.507 -1.435 0.884
7 N -1.677 -1.536 -0.498
8 H -1.116 -1.157 4.597
9 H -1.783 -2.329 3.442
10 H -2.234 -0.585 3.348
11 H -2.305 -1.520 1.486
12 H -2.377 -0.878 -0.806
13 H -1.939 -2.484 -0.731
14 Se 0.697 -0.153 -2.769
15 Se 4.253 0.764 -1.375
16 Te 2.895 2.752 -1.773
17 Se 1.963 1.944 1.153
18 C 1.394 -3.186 -0.642
19 P 2.665 -1.904 -0.626
20 C 3.642 -2.215 0.853
21 C 3.724 -2.452 -1.989
22 H 1.901 -4.151 -0.660
23 H 0.790 -3.074 -1.540
24 H 0.756 -3.132 0.233
25 H 3.858 -3.282 0.923
26 H 3.097 -1.888 1.736
27 H 4.577 -1.661 0.793
28 H 3.959 -3.509 -1.850
29 H 4.651 -1.888 -2.028
30 H 3.196 -2.316 -2.931
31 O -1.325 1.486 0.192
32 B -0.127 1.760 -0.460
33 O -0.245 3.007 -1.142
34 C -1.530 3.436 -0.913
35 C -2.147 4.574 -1.373
36 C -3.478 4.760 -0.988
37 C -4.136 3.835 -0.183
38 C -3.488 2.684 0.274
39 C -2.181 2.528 -0.116
40 H -1.628 5.285 -2.004
41 H -4.006 5.646 -1.320
42 H -5.170 4.007 0.093
43 H -3.988 1.959 0.906

Atomic forces in eV per Å
-0.3 -1.7 -0.1
0.2 0.0 -0.3
-0.2 0.1 -0.4
-1.2 -0.1 1.7
1.1 0.5 -1.5
0.0 -0.1 -0.2
0.3 0.0 0.2
0.0 0.0 0.1
0.0 0.0 0.0
0.0 0.0 0.0
-0.1 -0.1 0.1
0.0 0.1 -0.1
-0.1 0.0 0.0
0.1 0.4 0.8
0.0 0.1 0.0
-0.2 0.2 0.0
-0.1 0.3 0.0
-0.1 -0.1 0.0
0.2 0.2 -0.4
0.0 0.0 0.2
0.0 -0.1 0.0
0.0 0.0 0.0
0.0 0.0 0.0
0.0 0.0 0.0
0.0 0.0 0.1
0.0 0.0 0.0
0.0 0.0 0.0
0.0 0.0 0.0
0.0 0.0 0.0
0.0 0.0 0.0
0.3 -0.4 0.0
0.0 1.2 -0.6
0.2 -0.7 0.4
0.2 0.2 -0.2
-0.2 0.2 -0.1
0.1 0.0 0.0
0.0 -0.1 0.0
-0.2 0.1 0.0
-0.2 -0.3 0.3
0.0 -0.1 0.1
0.0 -0.1 0.0
0.1 0.0 0.0
0.0 0.1 -0.1